Density functional theory data (wB97M-V/def2-TZVPD) for a structure of composition C81H174F11N8O6PS2 in a non-equilibrium geometry.

Calculated values
* ΔE to the lowest compared entry with this formula, charge and spin: 0.0 kJ/mol
* max |F|: 4.06 eV/Å
* HOMO: -13.248 eV
* HOMO-LUMO gap: 0.2857 Ha

Geometry as ORCA input:
```
! wB97M-V def2-TZVPD RIJCOSX def2/J DEFGRID3
* xyz 4 1
C 9.8525 -0.7632 11.0350
C 9.1159 -1.8316 10.1875
C 7.7425 -2.3043 10.7484
C 6.7750 -1.0717 10.9032
N 5.3899 -1.3149 11.4629
C 4.8855 0.0002 11.9975
C 5.3958 0.0811 13.5574
C 5.9187 -1.3033 13.7885
C 5.3055 -2.1874 12.7572
C 4.6178 -1.9598 10.3971
C 4.4997 -1.0684 9.1280
C 3.3276 -1.6126 8.3140
H 9.8150 -0.9516 12.1196
H 9.3489 0.2268 10.9106
H 10.9109 -0.7305 10.7981
H 9.7541 -2.7389 10.1109
H 8.9932 -1.4084 9.1751
H 7.8710 -2.7701 11.7453
H 7.1890 -3.0146 10.1374
H 6.6856 -0.6233 9.9452
H 7.1682 -0.3026 11.5653
H 3.7711 0.0364 11.8578
H 5.2683 0.8124 11.3705
H 4.5331 0.3115 14.1780
H 6.1503 0.8761 13.6855
H 5.7932 -1.6427 14.8016
H 7.0364 -1.3435 13.7176
H 4.3061 -2.5127 12.8912
H 5.8970 -3.0207 12.6086
H 3.6699 -2.2058 10.8764
H 5.1629 -2.8340 10.1054
H 5.3434 -1.1820 8.4444
H 4.3022 -0.0524 9.4296
H 3.2525 -1.1645 7.3174
H 2.3043 -1.4824 8.7752
H 3.5189 -2.6776 8.1733
C 10.0657 -5.6134 -1.6785
C 9.5371 -4.2564 -1.1515
C 8.0669 -4.1075 -1.7335
C 7.2075 -2.9413 -1.1732
N 5.7747 -2.7624 -1.8046
C 5.9476 -2.1663 -3.2272
C 6.5471 -0.7684 -2.9839
C 6.0450 -0.3820 -1.6347
C 5.2121 -1.5604 -1.0357
C 4.9085 -3.9891 -1.6682
C 4.6940 -4.4400 -0.2111
C 3.6822 -5.6003 -0.1050
H 11.0760 -5.6788 -1.3570
H 10.0085 -5.7540 -2.7612
H 9.5309 -6.3681 -1.1138
H 10.0632 -3.3757 -1.5492
H 9.5738 -4.3708 -0.0616
H 7.6007 -5.0307 -1.4358
H 8.2163 -4.0430 -2.8303
H 7.6582 -1.9628 -1.2319
H 6.9280 -3.0558 -0.0707
H 4.9420 -2.1416 -3.6574
H 6.5658 -2.9092 -3.7810
H 6.1924 -0.0672 -3.7618
H 7.6165 -0.7602 -2.9798
H 5.2087 0.2935 -1.6442
H 6.7968 -0.0354 -0.9541
H 4.1546 -1.6659 -1.1381
H 5.3709 -1.6974 0.0504
H 5.2815 -4.8408 -2.1935
H 3.9670 -3.6636 -2.1166
H 4.3534 -3.4514 0.2996
H 5.6458 -4.6361 0.2331
H 3.7886 -6.3517 -0.8208
H 2.6538 -5.2813 -0.2141
H 3.7178 -5.8871 0.9586
C 0.0585 4.4541 -8.2488
C 1.0661 3.2765 -8.2541
C 0.7611 2.0329 -7.4768
C 1.9316 1.0930 -7.6554
N 1.9084 -0.2819 -6.9012
C 2.0352 0.0296 -5.4450
C 3.4385 -0.1317 -5.1568
C 3.8521 -1.4080 -6.0891
C 3.0943 -1.1157 -7.3701
C 0.6316 -0.9794 -7.0802
C 0.3351 -1.5258 -8.4782
C -0.8560 -2.4312 -8.4031
H 0.2909 5.1835 -8.9939
H 0.0856 4.9296 -7.3043
H -0.9046 4.0948 -8.3919
H 1.9909 3.6660 -7.8505
H 1.2265 2.9193 -9.3287
H -0.1293 1.6206 -7.9514
H 0.5804 2.2786 -6.4513
H 2.8554 1.5020 -7.3334
H 1.9863 0.8777 -8.7361
H 1.4709 -0.7029 -4.8757
H 1.5590 1.0023 -5.3053
H 3.7271 -0.1008 -4.0974
H 3.9938 0.7150 -5.4539
H 3.5124 -2.3239 -5.5670
H 4.9436 -1.4143 -6.2978
H 2.7346 -1.9117 -8.0222
H 3.8269 -0.5253 -8.0509
H -0.0919 -0.1906 -6.7626
H 0.5718 -1.7931 -6.3543
H 1.1418 -2.2040 -8.8135
H 0.1343 -0.6884 -9.1728
H -0.7857 -3.1303 -7.5181
H -1.0635 -3.0317 -9.2708
H -1.7363 -1.8741 -8.1877
C -2.7900 -12.5062 -4.8343
C -3.2567 -11.2337 -5.4109
C -2.4811 -10.0146 -4.8590
C -2.9698 -8.7485 -5.5492
N -1.9299 -7.6813 -5.4138
C -2.4587 -6.3119 -5.8239
C -2.0074 -6.0433 -7.2801
C -1.1340 -7.3450 -7.6247
C -0.7699 -7.9101 -6.2888
C -1.3645 -7.6166 -3.9662
C -2.2691 -7.4898 -2.7807
C -1.4854 -7.7781 -1.4973
H -2.7991 -12.4771 -3.7193
H -1.7772 -12.7710 -5.1032
H -3.3813 -13.3273 -5.1514
H -4.3328 -11.0979 -5.3749
H -2.9490 -11.2862 -6.4401
H -1.3882 -10.2417 -5.1081
H -2.5678 -9.8971 -3.8110
H -3.8368 -8.3634 -5.0107
H -3.2398 -8.9257 -6.6252
H -1.9297 -5.5705 -5.2455
H -3.5515 -6.2701 -5.5652
H -1.4212 -5.1753 -7.4564
H -2.8812 -5.9717 -7.9083
H -0.2608 -7.2384 -8.2290
H -1.7161 -8.0439 -8.1867
H 0.0250 -7.2614 -5.9321
H -0.4364 -8.9045 -6.2978
H -0.7369 -6.6799 -3.9908
H -0.5981 -8.4700 -3.9250
H -2.9635 -8.2940 -2.8445
H -2.8134 -6.5314 -2.7939
H -2.0019 -7.2963 -0.6334
H -0.5658 -7.2437 -1.4175
H -1.2968 -8.8385 -1.3016
C -3.9361 -0.7715 5.8152
C -3.0859 -1.8011 5.0680
C -2.6970 -1.1129 3.7265
C -1.8857 -2.0934 2.8450
N -1.6040 -1.6110 1.3789
C -2.9068 -1.4167 0.6345
C -3.3438 -2.8578 0.3326
C -2.0164 -3.7163 0.2662
C -0.9297 -2.6579 0.6404
C -0.8644 -0.2829 1.3901
C 0.3210 -0.3071 2.3298
C 0.7132 1.1246 2.6178
H -4.9305 -0.6058 5.4459
H -3.4893 0.2328 5.8082
H -4.0368 -1.0367 6.8827
H -3.5331 -2.7685 4.9113
H -2.2110 -1.9356 5.6867
H -2.0489 -0.1979 3.8760
H -3.5887 -0.7520 3.2500
H -2.4434 -2.9894 2.7246
H -0.8990 -2.3308 3.2503
H -2.7370 -0.7378 -0.1997
H -3.6175 -0.9049 1.2101
H -3.8474 -2.9723 -0.6163
H -4.1510 -3.2350 1.0284
H -1.7712 -4.0855 -0.7755
H -1.8369 -4.4754 0.9447
H -0.5162 -2.2315 -0.2911
H 0.0179 -2.8925 1.1769
H -1.6588 0.4699 1.6529
H -0.6311 -0.1154 0.3303
H 1.1418 -0.8488 1.8719
H 0.0767 -0.7515 3.2840
H 0.2203 1.4204 3.5438
H 0.5585 1.7446 1.7503
H 1.7804 1.0823 2.8024
C -9.8899 7.2551 0.4684
C -8.3893 7.5550 0.4997
C -7.5762 7.0098 -0.7049
C -7.3321 5.5121 -0.5945
N -6.4460 4.7831 -1.5463
C -4.9513 4.9741 -1.3295
C -4.3444 4.3634 -2.6164
C -5.2967 4.7711 -3.7154
C -6.6114 5.0984 -3.0753
C -6.7170 3.3205 -1.4234
C -6.1227 2.5768 -0.2401
C -6.9379 1.3474 0.0783
H -10.5001 7.5873 1.3444
H -10.1805 6.1663 0.4540
H -10.2970 7.7521 -0.4177
H -8.0350 7.1774 1.4288
H -8.2512 8.6251 0.5406
H -6.5846 7.4791 -0.6764
H -7.9496 7.3144 -1.6778
H -8.2574 4.9650 -0.5785
H -6.8677 5.3357 0.4009
H -4.6382 4.4766 -0.3962
H -4.8884 6.1111 -1.3427
H -4.2675 3.2950 -2.4833
H -3.3337 4.7293 -2.8937
H -5.4584 3.9051 -4.4413
H -4.9047 5.5615 -4.3223
H -7.4356 4.5308 -3.4069
H -6.8833 6.1644 -3.1725
H -6.2401 2.8318 -2.2778
H -7.7954 3.2079 -1.4766
H -5.9623 3.2192 0.6851
H -5.1139 2.2502 -0.5605
H -6.4377 0.8289 0.8647
H -7.0375 0.6287 -0.7511
H -8.0062 1.6855 0.3030
C -3.3824 10.2385 -0.9853
C -1.8893 10.4907 -0.7529
C -0.9873 9.5713 0.1344
C -1.2922 8.0957 -0.2593
N -1.0301 7.0822 0.8266
C 0.4959 6.8936 1.0409
C 0.5937 5.3733 1.4314
C -0.8323 4.7624 1.1476
C -1.4498 5.7592 0.2221
C -1.7013 7.3863 2.0996
C -3.2765 7.5415 2.0677
C -3.7444 8.1727 3.4422
H -3.5269 9.4524 -1.7686
H -3.9380 11.1737 -1.2104
H -3.8920 9.8660 -0.0760
H -1.6235 11.4426 -0.2179
H -1.3771 10.5955 -1.6864
H -1.2132 9.7514 1.1857
H 0.0286 9.8264 -0.1378
H -0.7362 7.8120 -1.1235
H -2.3136 7.9077 -0.4251
H 0.8640 7.6971 1.7451
H 0.9170 7.1757 0.0824
H 0.8132 5.1828 2.4621
H 1.3538 4.8515 0.7762
H -1.4395 4.7585 2.0366
H -0.7841 3.7413 0.7901
H -2.5280 5.7212 0.1341
H -0.8446 5.6173 -0.7261
H -1.2549 8.2861 2.4812
H -1.4424 6.5420 2.7316
H -3.7428 6.5928 1.8665
H -3.5465 8.2262 1.2508
H -4.8375 8.2175 3.3842
H -3.2196 9.1502 3.5319
H -3.5901 7.5020 4.3418
P 1.0524 -3.5597 -3.0400
F 0.0527 -2.3018 -3.3677
F 1.1445 -3.7531 -4.6315
F 2.3214 -2.5485 -3.1826
F 2.0969 -4.7482 -2.8783
F 1.0478 -3.3087 -1.4697
F -0.2087 -4.6018 -2.9510
N 0.3318 2.0586 -3.1445
S 1.7829 2.6561 -2.9271
O 2.3911 3.1520 -4.1163
O 2.6045 1.7457 -2.1511
F 1.6499 3.8523 -1.9720
S -0.5322 1.4841 -1.9827
O 0.1729 1.2909 -0.7599
O -1.3441 0.4344 -2.3482
F -1.4904 2.6878 -1.6107
C -4.5460 4.0247 2.8389
O -3.9059 4.8583 3.8384
O -4.4357 4.3951 1.5695
C -3.8710 2.6306 2.9709
F -4.0569 2.0335 4.1632
F -4.5058 1.7503 2.1002
F -2.5273 2.6643 2.7357
C -4.6280 4.8074 5.0699
C -5.9456 5.5808 4.8813
H -6.8195 5.2808 5.4682
H -5.8447 6.6922 4.9505
H -6.2834 5.3218 3.8409
H -3.9081 5.3249 5.7919
H -4.7987 3.7654 5.3521
H -5.6103 3.8974 3.1499
*
```

Mulliken population analysis, charges in e, atoms 1 to 99: C -1.097; C -0.525; C -0.521; C -1.194; N 0.406; C -0.749; C -0.752; C -0.410; C -0.908; C -1.102; C -0.008; C -1.507; H 0.283; H 0.267; H 0.378; H 0.375; H 0.323; H 0.258; H 0.302; H 0.500; H 0.546; H 0.451; H 0.462; H 0.338; H 0.358; H 0.525; H 0.154; H 0.579; H 0.529; H 0.452; H 0.571; H 0.339; H 0.281; H 0.404; H 0.328; H 0.364; C -1.305; C -0.430; C -0.807; C -0.864; N 0.772; C 0.061; C -0.772; C -1.136; C -1.092; C 0.087; C -0.131; C -1.294; H 0.435; H 0.336; H 0.341; H 0.378; H 0.338; H 0.333; H 0.257; H 0.496; H 0.517; H -0.255; H 0.482; H 0.477; H 0.399; H 0.400; H 0.444; H 0.806; H 0.527; H 0.650; H -0.991; H 0.196; H 0.344; H 0.427; H 0.127; H 0.406; C -1.526; C -0.522; C 0.112; C -1.669; N 1.329; C -0.097; C -0.298; C -0.304; C -0.480; C -0.946; C 0.092; C -1.254; H 0.416; H 0.344; H 0.411; H 0.343; H 0.287; H 0.264; H 0.121; H 0.601; H 0.725; H -0.442; H -0.562; H 0.111; H 0.867; H 0.074; H 0.526